# C21H29N3O4S2

A structure of composition C21H29N3O4S2 (the ωB97M-V functional and the def2-TZVPD basis, the OMol25 dataset).

Values from the calculation:
net charge = 0
total energy = -2078.47145 Eh
relative energy (zero: lowest compared OMol25 entry of this formula, charge and spin) = 504.0 kcal per mole
frontier orbital gap = 8.84 eV

Positions of all 59 atoms, in Å:
C 0.112 -1.215 -3.402
H -0.249 -1.488 -4.417
H 0.646 -2.293 -3.004
C -1.041 -0.925 -2.580
C -0.645 -0.738 -1.306
N 0.171 0.688 -1.066
C 1.430 0.668 -0.809
O 2.180 -0.679 -0.711
C 2.466 1.726 -0.742
N 3.648 1.457 -0.159
S 3.967 1.553 1.614
O 5.328 1.319 1.803
O 2.989 2.590 1.797
C 2.907 0.084 2.155
C 3.510 -1.254 1.962
C 2.692 -2.142 2.420
C 1.243 -2.127 2.747
C 0.757 -0.807 2.814
C 1.610 0.107 2.545
H 1.122 1.322 2.549
H -0.160 -0.817 3.053
H 0.911 -2.825 3.149
H 3.266 -3.216 2.489
H 4.503 -1.065 1.839
H 4.322 0.453 -0.552
H 1.917 2.425 0.059
H 2.328 2.206 -1.770
C -0.309 1.848 -1.004
C -0.027 2.907 -2.240
C 0.337 4.100 -2.127
C 0.824 4.581 -3.380
C 0.593 3.671 -4.541
S 0.011 2.208 -3.822
H 0.628 3.887 -5.588
H 1.015 5.665 -3.620
H 0.618 4.612 -1.075
H -1.444 1.538 -1.283
H -0.389 2.652 -0.011
H 0.158 -1.392 -0.795
C -1.685 -0.441 -0.183
O -2.877 0.257 -0.352
N -1.787 -1.262 0.804
H -1.001 -2.024 0.757
C -3.062 -1.782 1.481
C -4.025 -2.228 0.639
H -4.013 -3.228 0.149
H -5.146 -2.510 1.335
H -4.610 -1.485 0.056
C -3.216 -0.704 2.429
H -2.388 -0.180 3.026
H -4.119 -0.885 3.077
H -3.539 0.162 1.773
C -2.546 -3.199 2.575
H -1.849 -2.692 3.161
H -2.423 -3.859 1.981
H -3.407 -3.153 3.319
H -1.743 -1.715 -2.655
H -1.485 0.115 -2.976
H 0.980 -0.467 -3.388


# C21H29N3OS

An isolated molecule of C21H29N3OS (the ωB97M-V functional and the def2-TZVPD basis, the OMol25 dataset).

Values from the calculation:
SMILES = O=C(N[C@@H]1C[C@H]2CCC[C@@H](C1)N2C(=S)NCCc1ccccc1)C1CC1
net charge = 0
total energy = -1455.33156 Eh
relative energy (zero: lowest compared OMol25 entry of this formula, charge and spin) = 11.6 kcal per mole
frontier orbital gap = 8.39 eV

Positions of all 55 atoms, in Å:
O -3.876 -3.215 0.660
C -3.986 -2.645 -0.410
N -3.077 -1.740 -0.842
H -3.204 -1.270 -1.723
C -1.906 -1.389 -0.070
H -1.873 -2.123 0.741
C -0.645 -1.481 -0.928
H -0.488 -2.507 -1.263
H -0.757 -0.845 -1.811
C 0.580 -0.993 -0.148
N 0.352 0.366 0.313
C 0.824 1.414 -0.407
N 0.724 2.651 0.150
H 0.551 2.683 1.145
C 1.466 3.785 -0.347
H 0.839 4.677 -0.254
H 1.672 3.598 -1.403
C 2.785 3.984 0.419
C 3.621 2.738 0.330
C 3.554 1.768 1.322
C 4.251 0.580 1.195
C 5.024 0.348 0.071
C 5.106 1.314 -0.917
C 4.410 2.500 -0.788
H 4.464 3.245 -1.568
H 5.706 1.137 -1.798
H 5.559 -0.584 -0.035
H 4.190 -0.168 1.973
H 2.952 1.945 2.205
H 2.564 4.217 1.465
H 3.313 4.832 -0.019
S 1.457 1.210 -1.927
C -0.756 0.452 1.247
C -2.038 0.020 0.514
H -2.886 0.059 1.200
H -2.221 0.727 -0.301
H -0.898 1.494 1.546
C -0.458 -0.402 2.498
C 0.892 -1.097 2.356
H 1.061 -1.760 3.205
C 0.931 -1.892 1.055
H 0.229 -2.723 1.118
H 1.928 -2.313 0.917
H 1.688 -0.350 2.344
H -1.239 -1.150 2.632
H -0.455 0.229 3.389
H 1.429 -0.950 -0.836
C -5.135 -2.913 -1.323
C -5.756 -1.833 -2.170
C -4.977 -2.924 -2.821
H -4.006 -2.701 -3.238
H -5.514 -3.682 -3.372
H -5.336 -0.839 -2.128
H -6.831 -1.837 -2.270
H -5.805 -3.647 -0.893


# C21H29N5O

A cluster of 4 separate species, C21H29N5O in total (the ωB97M-V functional and the def2-TZVPD basis, the OMol25 dataset).

Values from the calculation:
SMILES = CO[C@@H](CN)N=C(C)C.c1ccncc1.c1ccncc1.c1ccncc1
net charge = 0
total energy = -1166.42100 Eh
relative energy (zero: lowest compared OMol25 entry of this formula, charge and spin) = 159.7 kcal per mole
frontier orbital gap = 9.37 eV

Positions of all 56 atoms, in Å:
C 0.720 0.685 2.206
O -0.732 0.520 2.042
C -1.479 1.579 2.799
C -1.274 3.077 2.150
N -0.225 3.911 2.915
N -2.906 1.196 3.097
C -3.753 1.375 2.042
C -5.304 1.872 2.427
C -3.460 1.115 0.455
H 1.155 0.897 1.116
H 1.047 1.539 2.935
H 1.172 -0.353 2.586
H -0.925 1.617 3.858
H -0.779 2.899 1.078
H -2.249 3.719 2.072
H -0.705 4.827 3.151
H 0.590 4.140 2.272
H -5.484 3.009 2.218
H -6.006 1.175 1.760
H -5.558 1.559 3.550
H -4.510 0.833 -0.039
H -2.647 0.289 0.234
H -3.145 2.131 -0.085
N -4.177 -1.167 -1.642
C -4.135 -2.470 -1.290
C -4.827 -3.471 -1.953
C -5.615 -3.115 -3.043
C -5.680 -1.780 -3.429
C -4.949 -0.852 -2.705
H -3.509 -2.697 -0.431
H -4.755 -4.502 -1.628
H -6.173 -3.871 -3.587
H -6.285 -1.470 -4.273
H -4.964 0.202 -2.969
N 3.662 1.820 0.347
C 4.459 1.125 -0.494
C 5.796 0.860 -0.245
C 6.354 1.339 0.935
C 5.559 2.061 1.820
C 4.231 2.272 1.485
H 3.979 0.775 -1.403
H 6.389 0.293 -0.955
H 7.399 1.152 1.164
H 5.964 2.448 2.748
H 3.569 2.826 2.145
N 3.910 -1.613 -2.358
C 3.812 -2.232 -3.555
C 3.894 -3.605 -3.722
C 4.092 -4.394 -2.594
C 4.199 -3.786 -1.347
C 4.101 -2.406 -1.281
H 3.661 -1.573 -4.405
H 3.805 -4.049 -4.707
H 4.162 -5.474 -2.685
H 4.354 -4.373 -0.449
H 4.174 -1.884 -0.331


# C21H29N5S

An isolated molecule of C21H29N5S (the ωB97M-V functional and the def2-TZVPD basis, the OMol25 dataset).

Values from the calculation:
SMILES = Cc1cc(N2CCN(C)CC2)nc2ccc(NC(=S)N3CCCCC3)cc12
net charge = 0
total energy = -1489.62166 Eh
relative energy (zero: lowest compared OMol25 entry of this formula, charge and spin) = 0.0 kcal per mole
frontier orbital gap = 7.83 eV

Positions of all 56 atoms, in Å:
C 2.514 0.730 0.241
C 1.064 1.081 0.102
C 0.646 2.374 0.231
C -0.732 2.706 0.094
N -1.637 1.780 -0.161
C -1.258 0.499 -0.290
C -2.250 -0.460 -0.586
C -1.927 -1.778 -0.732
C -0.593 -2.206 -0.582
C 0.398 -1.286 -0.324
C 0.092 0.074 -0.167
H 1.422 -1.620 -0.262
N -0.312 -3.574 -0.740
C 0.798 -4.230 -0.280
N 1.241 -3.952 0.965
C 2.498 -4.487 1.440
C 3.264 -3.395 2.183
C 2.430 -2.864 3.345
C 1.081 -2.369 2.830
C 0.388 -3.472 2.033
H -0.556 -3.113 1.628
H 0.176 -4.318 2.704
H 1.221 -1.498 2.190
H 0.440 -2.074 3.662
H 2.959 -2.056 3.853
H 2.270 -3.667 4.070
H 4.209 -3.803 2.545
H 3.490 -2.582 1.490
H 3.066 -4.849 0.582
H 2.311 -5.335 2.112
S 1.502 -5.368 -1.258
H -0.717 -4.008 -1.559
H -2.686 -2.512 -0.960
H -3.267 -0.118 -0.695
N -1.192 3.976 0.297
C -0.390 5.162 0.118
H 0.659 4.972 0.338
C -0.541 5.689 -1.312
N -1.936 5.991 -1.568
C -2.130 6.599 -2.865
H -3.183 6.851 -2.984
H -1.544 7.515 -2.920
H -1.831 5.939 -3.695
C -2.746 4.795 -1.401
C -2.585 4.260 0.022
H -3.153 3.340 0.149
H -2.923 5.017 0.736
H -3.791 5.058 -1.580
H -2.456 4.003 -2.115
H 0.041 6.606 -1.430
H -0.149 4.932 -2.019
H -0.760 5.922 0.814
H 1.373 3.140 0.448
H 3.111 1.624 0.402
H 2.873 0.230 -0.658
H 2.666 0.059 1.086


# C21H29N8O2SYb

A structure of composition C21H29N8O2SYb (the ωB97M-V functional and the def2-TZVPD basis, the OMol25 dataset).

Values from the calculation:
spin multiplicity = 2
net charge = -2
total energy = -2962.92545 Eh
relative energy (zero: lowest compared OMol25 entry of this formula, charge and spin) = 0.0 kcal per mole
frontier orbital gap (spin up / spin down) = 5.40 / 5.40 eV

Positions of all 62 atoms, in Å:
Yb 11.641 9.668 8.294
C 8.338 13.356 9.304
C 8.596 13.602 7.838
N 10.046 13.539 7.490
C 10.571 12.279 7.203
S 11.489 7.896 10.153
N 9.673 11.417 6.784
N 9.914 10.027 6.805
C 9.101 9.290 6.075
C 8.006 10.054 5.258
C 8.063 7.053 5.777
C 6.856 7.450 6.469
C 5.729 6.691 6.423
C 5.662 5.544 5.665
C 6.833 5.225 5.021
N 8.003 5.925 5.048
H 7.310 13.602 9.527
H 9.018 13.974 9.880
H 8.567 12.326 9.643
H 8.329 14.666 7.616
H 8.055 12.948 7.205
H 10.669 14.146 7.988
H 7.320 10.502 5.986
H 7.477 9.402 4.555
H 8.493 10.810 4.611
H 6.952 8.368 6.970
H 4.843 6.972 7.058
H 4.752 4.928 5.593
H 6.826 4.359 4.377
C 14.180 12.989 10.115
C 13.109 12.415 9.262
N 12.488 11.316 9.712
O 12.997 10.853 10.950
C 12.789 12.957 7.992
C 13.615 13.842 7.149
N 11.940 12.081 7.273
O 12.479 10.911 6.646
H 13.691 13.333 11.070
H 14.515 13.995 9.775
H 14.974 12.302 10.282
H 12.850 9.861 10.906
H 13.132 14.622 6.562
H 14.150 13.235 6.401
H 14.425 14.374 7.707
C 9.244 7.874 5.902
C 10.575 7.237 5.738
C 10.905 5.934 6.160
C 12.216 5.516 6.060
C 13.242 6.349 5.633
C 12.931 7.640 5.281
C 11.626 8.048 5.296
H 10.176 5.322 6.739
H 12.384 4.510 6.527
H 14.227 6.020 5.552
H 13.706 8.383 5.007
H 11.498 9.082 5.010
N 14.980 8.980 8.929
N 14.092 8.700 7.818
H 14.619 8.470 9.758
H 14.727 9.894 9.254
H 13.936 7.691 7.805
H 14.502 9.071 6.955


# C21H30AsBr5MnNO4Si3

A structure of composition C21H30AsBr5MnNO4Si3 (the ωB97M-V functional and the def2-TZVPD basis, the OMol25 dataset).

Values from the calculation:
spin multiplicity = 2
net charge = -1
total energy = -18299.47284 Eh
frontier orbital gap (spin up / spin down) = 5.91 / 5.88 eV

Positions of all 66 atoms, in Å:
Mn -0.023 0.594 1.467
Br 5.809 -0.392 4.923
C 4.010 -0.020 4.481
C 3.104 0.325 5.472
Br 3.653 0.385 7.279
C 1.790 0.642 5.140
Br 0.518 1.115 6.459
C 1.358 0.612 3.817
O 0.179 0.933 3.403
C 2.291 0.196 2.807
O 1.799 0.138 1.598
C 3.605 -0.081 3.149
Br 4.814 -0.529 1.763
Br 0.390 -3.011 2.316
C -1.413 -2.340 2.287
C -2.436 -3.140 2.697
C -3.749 -2.573 2.656
C -3.892 -1.279 2.248
C -2.779 -0.525 1.847
N -1.500 -1.106 1.836
C -2.837 0.847 1.410
O -3.890 1.467 1.206
O -1.654 1.399 1.151
H -2.266 -4.143 3.053
H -4.587 -3.167 2.984
H -4.851 -0.787 2.223
C 2.383 -0.137 -3.726
Si 2.216 -0.089 -1.808
C 2.787 -1.784 -1.124
C 3.353 1.335 -1.210
As 0.046 0.290 -0.849
Si -1.398 -1.274 -1.909
C -3.238 -0.815 -1.645
C -1.033 -1.344 -3.799
C -1.070 -3.043 -1.245
Si -0.789 2.404 -1.574
C -0.192 2.698 -3.384
C -2.659 2.816 -1.558
C 0.223 3.546 -0.412
H 3.427 -0.223 -4.013
H 1.988 0.764 -4.182
H 1.856 -0.985 -4.147
H 3.869 -1.885 -1.103
H 2.385 -2.610 -1.705
H 2.433 -1.889 -0.100
H 4.404 1.061 -1.227
H 3.102 1.582 -0.182
H 3.234 2.232 -1.814
H -3.665 -0.299 -2.501
H -3.340 -0.164 -0.781
H -3.845 -1.697 -1.451
H -0.772 -0.361 -4.176
H -1.887 -1.705 -4.361
H -0.204 -2.014 -4.002
H -1.699 -3.241 -0.382
H -0.034 -3.152 -0.930
H -1.285 -3.811 -1.984
H -0.456 1.854 -4.014
H 0.885 2.820 -3.424
H -0.642 3.583 -3.820
H -3.195 2.284 -2.341
H -2.814 3.882 -1.719
H -3.118 2.561 -0.605
H 1.284 3.487 -0.653
H 0.086 3.173 0.610
H -0.072 4.591 -0.422


# C21H30AuN3Se

A structure of composition C21H30AuN3Se (the ωB97M-V functional and the def2-TZVPD basis, the OMol25 dataset).

Values from the calculation:
net charge = +2
total energy = -3519.04882 Eh
frontier orbital gap = 5.69 eV

Positions of all 56 atoms, in Å:
Au -0.196 0.909 0.926
C 2.136 1.560 2.003
C 1.082 2.492 1.458
C 1.258 2.462 0.081
C 2.406 1.475 -0.216
C 2.899 0.975 0.971
C 4.008 -0.008 1.182
C 2.855 1.194 -1.584
C 0.628 3.323 -0.963
C 0.591 3.622 2.321
C 2.436 1.417 3.431
H 3.857 -0.602 2.082
H 4.967 0.502 1.291
H 4.100 -0.686 0.334
H 2.016 1.161 -2.281
H 3.408 0.257 -1.639
H 3.523 1.994 -1.925
H -0.249 3.845 -0.588
H 0.363 2.746 -1.849
H 1.353 4.073 -1.295
H -0.111 4.252 1.778
H 1.432 4.248 2.629
H 0.092 3.263 3.219
H 3.345 2.007 3.617
H 2.686 0.389 3.695
H 1.648 1.794 4.076
C 1.008 -2.521 -4.281
C 0.493 -1.975 -2.988
C 1.140 -2.215 -1.776
C 0.680 -1.616 -0.621
N -0.380 -0.798 -0.595
C -1.047 -0.616 -1.746
C -0.660 -1.190 -2.938
H 2.013 -2.924 -4.176
H 1.016 -1.747 -5.048
H 0.357 -3.320 -4.643
H 2.008 -2.861 -1.733
H 1.163 -1.803 0.333
H -1.923 0.021 -1.695
H -1.245 -1.011 -3.831
C -1.770 -3.243 0.935
N -2.905 -2.356 0.716
C -3.988 -2.675 -0.066
C -4.848 -1.631 0.000
N -4.273 -0.690 0.817
C -4.879 0.593 1.174
C -3.080 -1.133 1.249
Se -1.969 -0.199 2.446
H -2.122 -4.180 1.359
H -1.089 -2.760 1.630
H -1.269 -3.436 -0.011
H -4.061 -3.613 -0.589
H -5.811 -1.484 -0.456
H -5.876 0.624 0.747
H -4.280 1.410 0.777
H -4.935 0.685 2.255


# C21H30AuN5SSeSi2

A structure of composition C21H30AuN5SSeSi2 (the ωB97M-V functional and the def2-TZVPD basis, the OMol25 dataset).

Values from the calculation:
spin multiplicity = 3
net charge = 0
total energy = -4606.33104 Eh
relative energy (zero: lowest compared OMol25 entry of this formula, charge and spin) = 20.4 kcal per mole
frontier orbital gap (spin up / spin down) = 5.88 / 4.52 eV

Positions of all 61 atoms, in Å:
Au 1.361 -0.814 0.080
C -0.425 0.891 4.198
Si 1.055 0.191 3.262
C 1.882 1.590 2.324
C 2.299 -0.661 4.400
N 0.548 -0.966 2.039
C -0.215 -2.048 2.184
C -0.672 -2.520 3.445
C -1.453 -3.635 3.546
C -1.840 -4.342 2.386
C -1.436 -3.920 1.152
C -0.608 -2.775 0.994
N -0.182 -2.337 -0.190
Si -0.638 -2.897 -1.788
C 0.066 -4.631 -2.056
C -2.507 -2.857 -2.038
C 0.160 -1.701 -3.000
H -0.092 1.649 4.909
H -0.981 0.133 4.752
H -1.116 1.364 3.498
H 2.234 2.367 3.009
H 1.175 2.046 1.625
H 2.742 1.246 1.745
H 2.722 0.039 5.123
H 3.119 -1.073 3.808
H 1.846 -1.485 4.954
H -0.373 -1.981 4.333
H -1.775 -3.979 4.520
H -2.458 -5.226 2.475
H -1.733 -4.466 0.267
H -0.367 -5.355 -1.363
H 1.146 -4.628 -1.897
H -0.126 -4.982 -3.072
H -3.039 -3.507 -1.342
H -2.760 -3.173 -3.052
H -2.883 -1.842 -1.896
H 1.250 -1.741 -2.920
H -0.166 -0.679 -2.787
H -0.116 -1.945 -4.030
Se -0.424 1.609 -0.960
C -1.489 3.094 -1.492
C -2.046 3.966 -0.557
C -2.763 5.065 -1.006
N -2.966 5.353 -2.290
C -2.460 4.501 -3.177
C -1.727 3.374 -2.839
H -1.921 3.788 0.502
H -3.199 5.755 -0.290
H -2.653 4.730 -4.222
H -1.364 2.707 -3.612
S 3.302 -0.431 -1.244
C 2.929 1.200 -1.621
N 2.269 1.449 -2.785
C 1.859 2.682 -3.120
C 2.226 3.742 -2.346
C 2.996 3.447 -1.217
N 3.327 2.220 -0.867
H 1.962 0.642 -3.310
H 1.253 2.777 -4.009
H 1.905 4.746 -2.574
H 3.345 4.236 -0.561